Molecular formula: C23H59AsF6MgN4O19
Method: DFT, wB97M-V/def2-TZVPD

Geometry as XYZ:
```
113
Properties=species:S:1:pos:R:3:forces:R:3
Mg 10.595415 -14.523152 38.497230 0.8 0.3 -0.3
N 11.760349 -13.535716 42.827898 4.9 -0.3 2.8
O 11.091294 -13.903279 41.911508 -3.8 -1.2 -4.4
O 12.959129 -13.205676 42.608645 -0.2 0.7 -0.3
O 11.387810 -13.677512 43.978331 -1.0 0.5 0.7
As 5.459146 -14.536831 39.794567 0.8 0.3 0.7
F 4.075577 -14.962324 40.867889 1.3 0.5 -1.6
F 4.715436 -13.055989 39.075553 0.7 -1.5 0.9
F 7.038342 -14.281411 38.936375 -0.5 0.5 -0.4
F 6.370600 -15.983202 40.388011 -1.4 0.9 -0.3
F 4.841281 -15.389054 38.364652 0.4 0.3 1.4
F 6.153248 -13.509972 41.086629 -0.8 -1.0 -1.0
C 2.633188 -19.703228 41.513570 0.3 1.1 -1.0
N 3.657601 -20.173583 40.578722 1.4 -2.2 -0.3
O 3.552531 -20.085698 39.386707 -1.1 1.1 -1.0
O 4.572840 -20.802866 41.063826 0.7 -0.1 1.1
H 2.050768 -19.057389 40.856475 -0.6 -0.1 0.7
H 3.215553 -19.118660 42.225774 -0.5 -0.2 0.4
H 2.144125 -20.601682 41.889989 0.0 0.4 0.1
C -0.376226 -12.661304 37.172772 -0.3 0.9 1.1
N 0.164883 -13.153114 35.876487 -1.0 2.9 -1.2
O 0.470503 -12.352311 34.947051 -0.2 -1.4 2.6
O 0.024873 -14.312450 35.751479 0.6 -3.0 -1.0
H -0.819474 -13.395801 37.845188 0.4 -1.0 -0.9
H -1.250797 -12.060274 36.923798 0.7 0.8 0.0
H 0.403174 -12.245498 37.811323 -0.1 0.8 -0.6
C -0.524166 -13.689412 43.497402 0.2 0.5 -1.1
N -0.151301 -12.307685 43.060661 -1.7 1.5 -0.4
O -0.850684 -11.750040 42.209760 0.2 -1.2 0.2
O 0.705175 -11.720587 43.643071 1.5 0.1 0.9
H -1.402030 -13.571357 44.132636 0.2 -0.1 0.0
H 0.345928 -14.127183 43.986672 -0.3 0.0 -0.1
H -0.782340 -14.126796 42.532962 -0.1 -0.6 0.4
C 6.277483 -12.792154 46.227146 -0.2 0.0 -1.1
O 7.207069 -13.887298 46.397380 -1.2 0.8 0.0
C 6.508140 -15.085634 46.016472 2.4 -1.0 1.2
C 7.562047 -16.293922 45.900824 0.4 1.4 0.2
O 8.672552 -16.126435 46.848598 -1.8 0.1 -0.1
C 9.555591 -17.223920 47.054854 -0.7 0.1 -2.3
H 6.515156 -11.751962 46.449899 1.5 -0.4 1.0
H 5.326487 -12.933748 46.740612 -0.1 -0.5 0.0
H 6.124272 -12.647654 45.157683 -0.6 -0.5 -0.3
H 6.024687 -14.948257 45.049268 -0.2 -0.2 0.0
H 5.835879 -15.377682 46.823241 -0.5 0.3 -0.1
H 7.844710 -16.284531 44.848155 1.0 0.1 0.0
H 7.057580 -17.254207 46.007882 -0.2 -0.1 0.6
H 10.137001 -17.259461 46.133546 1.0 0.0 0.2
H 9.053439 -18.187591 46.969527 -0.4 -0.2 0.8
H 10.160680 -17.111803 47.954526 -0.3 0.2 -0.2
C 5.502716 -7.612134 40.309618 0.3 2.1 -0.3
O 6.714136 -6.773299 40.196815 -0.3 -1.6 0.2
C 6.539948 -5.521165 39.547810 -0.1 -1.0 0.6
C 7.877363 -4.784013 39.494125 -0.4 0.1 -0.2
O 8.860431 -5.229510 38.589729 -0.8 0.3 -1.6
C 8.530451 -4.904202 37.191453 0.4 -0.7 1.5
H 4.888219 -7.128213 41.068779 -0.3 -0.1 0.0
H 5.616670 -8.658990 40.591064 1.0 0.3 0.0
H 4.984303 -7.572905 39.351591 -0.2 -0.1 -0.1
H 5.843883 -4.903731 40.115590 -0.1 0.3 0.3
H 6.035659 -5.685512 38.595553 0.3 0.1 -0.5
H 8.346994 -4.795470 40.477696 -0.2 -0.1 0.1
H 7.635027 -3.751112 39.244169 -0.1 0.4 0.1
H 7.678014 -5.477647 36.827285 0.2 -0.5 0.0
H 9.470529 -5.131591 36.688837 -0.4 0.1 -0.4
H 8.208927 -3.876898 37.020084 0.4 0.4 0.4
C 9.349158 -10.988096 29.782828 -0.3 0.2 0.6
O 8.804421 -9.792978 30.423559 1.2 -1.6 -1.4
C 7.449815 -9.561735 30.132258 -0.6 1.0 2.9
C 6.763272 -9.194753 31.503772 -0.1 -1.2 -0.3
O 6.715323 -10.342798 32.342033 0.5 -0.9 -1.3
C 5.974866 -10.276941 33.516263 -0.2 0.7 0.2
H 10.361676 -11.186590 30.134263 0.0 0.5 0.2
H 9.404096 -11.001136 28.694285 -0.2 0.7 -0.2
H 8.779443 -11.879786 30.044393 -0.4 0.1 0.3
H 6.926124 -10.421195 29.713720 0.1 0.1 -0.2
H 7.303006 -8.619970 29.603453 0.2 -0.2 -0.9
H 5.763583 -8.845651 31.245223 -0.4 0.1 0.1
H 7.275189 -8.400833 32.047595 0.3 0.3 -0.3
H 4.918370 -10.079920 33.334319 -0.2 0.3 -0.1
H 6.404816 -9.482180 34.125861 -0.2 0.1 0.5
H 6.003250 -11.223302 34.056341 0.4 0.0 -0.2
C 9.812029 -14.630481 34.740504 0.4 -1.2 0.4
O 10.043345 -15.485737 35.920826 -0.4 -0.2 -1.1
C 9.529911 -16.836839 35.629718 0.0 0.6 2.3
C 10.107648 -17.795796 36.645715 1.3 1.4 -0.5
O 10.305394 -17.181111 37.944901 -1.4 -0.5 0.9
C 10.384509 -18.263658 38.900493 0.7 0.4 1.7
H 10.558150 -14.977148 34.025501 0.1 0.5 -0.2
H 9.919153 -13.578823 35.006271 0.0 -0.2 0.0
H 8.836207 -14.866520 34.316069 -0.2 0.3 0.2
H 9.728805 -17.358977 34.693814 0.4 1.0 -0.6
H 8.449471 -16.806776 35.770615 -0.1 0.2 -0.1
H 11.145134 -18.044175 36.422050 -0.1 -0.5 -0.7
H 9.438981 -18.647134 36.518343 0.1 -0.4 1.2
H 9.529644 -18.939692 38.883262 0.3 -0.1 -0.6
H 10.424808 -17.968417 39.948971 -0.7 1.3 0.0
H 11.390585 -18.680825 38.944037 -0.1 -0.8 -1.3
C 14.163592 -14.626376 38.270773 -1.2 -1.0 -0.2
O 13.038548 -13.735509 38.082484 0.7 0.3 0.8
C 13.491380 -12.483174 37.557166 -0.1 0.7 -1.9
C 12.598391 -11.319464 37.940299 0.3 -1.2 1.4
O 11.347641 -11.897124 38.097374 -3.9 -0.4 -0.3
C 10.297397 -10.906636 38.318784 -0.4 0.3 0.3
H 14.448298 -15.070713 37.317028 0.2 0.3 -0.2
H 13.701917 -15.440909 38.828896 0.6 0.0 0.4
H 15.027144 -14.184391 38.767802 -0.4 0.1 0.2
H 13.493689 -12.611288 36.474720 0.1 0.1 -0.3
H 14.498478 -12.165465 37.827245 0.2 -0.8 0.4
H 12.515317 -10.494512 37.232731 0.6 0.0 0.0
H 12.929168 -11.043110 38.941456 0.0 0.8 0.0
H 9.260388 -11.198752 38.153258 0.2 -1.4 -0.1
H 10.328837 -10.081082 37.607739 0.9 0.2 0.2
H 10.281579 -10.583382 39.359627 0.5 0.3 -0.1
```
Positions in Å, forces in eV/Å.

The value obtained for the gap between HOMO and LUMO is 3.73 eV. As for the calculated total energy: -5594.591452 Ha. As for the relative energy (zero: lowest compared OMol25 entry of this formula, charge and spin): 254.42 kcal/mol.

Molecular formula: C23H59Cl2N5O20P5
Method: DFT, wB97M-V/def2-TZVPD

Geometry as XYZ:
```
114
Properties=species:S:1:pos:R:3:forces:R:3
C -2.010269 3.823839 -0.874065 -0.6 0.2 0.4
C -2.282297 4.645748 0.363944 -0.1 0.0 -0.4
Cl -0.933588 5.289071 1.190794 0.0 -0.1 0.0
C -3.527438 4.856284 0.797814 0.5 -0.1 0.2
Cl -3.892729 5.794107 2.197039 -0.2 0.0 0.0
N -4.612856 4.273149 0.113842 0.0 0.2 0.0
C -5.085465 3.027728 0.262232 0.2 0.9 -0.2
N -6.104663 2.584414 -0.508697 0.4 -0.6 0.7
C -6.294610 1.353863 -0.060734 -0.3 0.8 -0.6
N -5.458791 1.040114 0.910812 -0.5 -0.8 0.0
N -4.650910 2.112348 1.141788 0.1 0.3 -0.4
C -3.653140 2.048393 2.219234 0.0 -1.5 0.8
C -2.744775 0.798839 2.124743 0.5 1.4 -0.1
C -1.439696 1.104845 1.364867 0.3 -0.5 0.2
N -0.342837 0.289687 1.899546 -0.2 0.0 -0.5
H -0.973476 3.888794 -1.177802 0.0 -0.1 0.0
H -2.678982 4.168385 -1.661106 0.2 0.0 -0.2
H -2.300929 2.795356 -0.663731 0.3 -0.2 -0.1
H -5.102470 4.841439 -0.562720 -0.2 -0.1 0.0
H -7.063254 0.712437 -0.452108 0.1 -0.4 0.2
H -5.428652 0.164233 1.408953 0.4 0.1 0.3
H -4.205593 1.946426 3.154141 -0.2 0.4 0.0
H -3.011946 2.916169 2.281877 -0.4 0.4 -0.3
H -3.263310 -0.056877 1.699074 0.1 -0.2 0.2
H -2.427109 0.610009 3.148362 -0.2 -0.4 0.0
H -1.575272 0.919548 0.296117 0.0 0.2 -0.1
H -1.158949 2.148633 1.516940 -0.3 0.1 -0.1
H 0.483479 0.857018 2.034960 0.1 -0.1 0.1
H -0.084070 -0.408517 1.212208 0.2 -0.2 0.2
C 5.912817 1.364424 1.766849 -0.1 0.2 0.0
O 5.510633 0.338668 2.702781 1.9 -0.5 -2.2
P 4.895689 -1.027621 2.105894 -3.8 -1.7 3.7
O 3.508201 -0.724385 1.708944 0.2 0.4 -0.7
O 5.014867 -1.812634 3.518581 0.3 0.2 0.0
C 5.333948 -1.235248 4.779496 -0.2 -0.1 0.1
O 5.371654 -2.310460 1.281281 1.8 1.4 -0.8
C 4.434598 -3.395738 1.205650 -0.3 -0.3 -0.3
H 6.315954 2.190576 2.344740 0.0 0.0 0.1
H 6.684550 0.996112 1.092495 0.0 0.0 0.0
H 5.051957 1.708595 1.194397 0.0 0.0 0.0
H 4.513008 -0.612698 5.137430 0.0 0.1 0.0
H 6.251738 -0.655051 4.731755 0.0 0.1 0.0
H 5.479301 -2.057125 5.477590 -0.1 -0.1 -0.1
H 3.605018 -3.143419 0.549296 0.0 0.1 0.1
H 4.063896 -3.666499 2.191434 0.0 0.1 0.1
H 4.971296 -4.243258 0.787176 0.1 0.1 0.0
C -0.564066 -3.207691 -4.636285 0.3 0.0 -0.1
O -1.002885 -4.022749 -3.523590 -1.7 2.0 -1.0
P -1.403970 -3.285955 -2.159595 1.8 -2.9 3.7
O -0.150786 -2.889468 -1.494479 -0.1 0.7 -0.4
O -2.124776 -4.563147 -1.499409 -0.2 0.0 -0.4
C -2.067831 -5.902180 -1.994594 0.1 -0.1 0.2
O -2.545612 -2.259389 -1.669695 -0.4 0.3 -2.2
C -2.557215 -2.012563 -0.269800 0.0 0.2 0.3
H -0.359544 -3.877826 -5.465170 0.0 -0.1 0.1
H -1.340817 -2.504776 -4.933335 0.0 0.0 0.0
H 0.345192 -2.670541 -4.369065 0.0 0.0 0.1
H -1.071508 -6.319924 -1.854116 0.0 0.0 -0.1
H -2.352555 -5.949624 -3.041892 0.0 0.0 0.0
H -2.778240 -6.485643 -1.413756 0.0 0.1 0.1
H -1.702315 -1.404291 0.017312 0.1 -0.1 0.0
H -2.566608 -2.941083 0.298120 0.1 0.0 0.0
H -3.476746 -1.464119 -0.054359 0.0 0.0 -0.2
C 7.462369 -5.628864 -0.104817 -0.2 0.1 -0.1
O 7.333287 -6.829054 0.685124 2.4 0.7 -1.1
P 7.713684 -8.225868 -0.018399 -3.3 -3.5 1.6
O 6.591074 -8.575857 -0.905121 0.3 0.4 -0.5
O 7.748169 -9.074387 1.354429 0.2 0.3 0.1
C 7.280023 -8.629689 2.622121 -0.2 -0.2 0.0
O 9.045809 -8.877388 -0.593980 0.8 2.1 0.1
C 8.953606 -10.247960 -1.011257 0.1 -0.3 -0.3
H 7.188750 -4.786920 0.525207 0.0 -0.1 0.1
H 8.489439 -5.494041 -0.441905 0.0 0.0 0.0
H 6.793006 -5.670005 -0.964551 0.0 -0.1 0.0
H 6.191508 -8.561190 2.628204 0.0 0.1 0.0
H 7.718096 -7.672899 2.895305 0.0 0.0 0.0
H 7.587487 -9.373735 3.354047 0.0 -0.1 -0.1
H 8.380370 -10.325501 -1.931822 -0.1 0.1 0.1
H 8.505778 -10.860661 -0.232251 -0.1 0.1 0.0
H 9.972745 -10.581792 -1.189421 0.0 0.1 0.0
C 5.548447 7.814700 4.109330 0.2 -0.2 0.0
O 5.184932 8.330550 2.809307 -1.5 0.7 2.2
P 3.697991 8.043519 2.277924 0.4 -0.9 -4.9
O 3.663794 6.639807 1.827283 -0.2 -0.2 0.7
O 3.759339 9.112001 1.074060 0.1 0.2 0.3
C 4.929572 9.780019 0.608479 0.0 -0.1 -0.2
O 2.223851 8.460597 2.728467 1.0 0.6 1.9
C 1.172691 8.081674 1.840463 -0.4 -0.1 -0.1
H 6.571270 8.121965 4.304718 0.0 0.0 -0.1
H 4.903001 8.223474 4.885367 0.0 0.0 0.0
H 5.488489 6.726680 4.109635 0.0 0.0 0.0
H 5.592055 9.082090 0.096244 0.1 0.0 0.1
H 5.456785 10.271213 1.421872 0.0 0.0 0.0
H 4.602504 10.537131 -0.100638 -0.1 0.0 0.0
H 1.010823 7.007641 1.880267 0.2 0.0 0.0
H 1.386332 8.392242 0.819487 0.1 0.0 0.0
H 0.271621 8.589026 2.179518 0.1 0.1 0.1
C -7.789973 1.649641 -3.016776 0.1 0.2 -0.4
O -8.968181 1.631404 -3.836270 0.1 -1.5 2.3
P -9.436269 0.196924 -4.423645 -1.7 0.8 -4.8
O -8.516496 -0.118658 -5.528163 0.5 -0.2 0.6
O -10.887852 0.702240 -4.897433 0.1 0.2 0.4
C -11.328897 2.055847 -4.965855 -0.1 0.0 -0.3
O -9.976999 -1.160488 -3.796667 0.8 0.8 2.0
C -10.416332 -2.162816 -4.731915 0.0 -0.4 -0.1
H -7.622530 2.668371 -2.684798 -0.1 0.0 0.0
H -7.931456 1.009442 -2.148089 -0.1 0.0 0.0
H -6.926353 1.309773 -3.591562 0.0 0.0 0.0
H -10.824510 2.583762 -5.775265 0.1 0.0 0.1
H -11.172095 2.573386 -4.022863 0.1 0.0 0.0
H -12.395700 2.032024 -5.175232 0.0 -0.1 0.0
H -9.563578 -2.602738 -5.242450 0.0 0.1 0.0
H -11.113810 -1.740111 -5.450800 0.0 0.1 0.0
H -10.921916 -2.925280 -4.145318 0.0 0.1 0.1
```
Positions in Å, forces in eV/Å.

The value obtained for the gap between HOMO and LUMO is 8.07 eV. Its charge is +1. As for the calculated total energy: -5317.450123 Ha.